(1)
9
Properties=species:S:1:pos:R:3 method="wB97M-V/def2-TZVPD" total_charge=0 gap_ev="8.557 / 8.556" homo_ev="-9.57 / -9.56" de_lowest_kcal_mol=46.60
C -2.421 0.402 -0.018
N -1.235 -0.203 -0.332
N 0.169 0.799 0.628
O -2.560 1.438 0.583
F -3.510 -0.277 -0.506
S 1.403 0.903 -0.499
H -0.932 -1.206 -0.373
H -0.231 1.747 0.512
H 1.551 -0.448 -0.491

***

(2)
7
Properties=species:S:1:pos:R:3 method="wB97M-V/def2-TZVPD" total_charge=-1 gap_ev="7.829 / 7.828" homo_ev="-3.11 / -3.11" de_lowest_kcal_mol=80.76
C -0.634 -0.092 0.035
N 0.764 -0.074 0.423
O 1.409 -1.225 -0.211
F 1.431 1.495 -0.185
H -1.054 0.681 0.565
H -0.754 0.201 -1.052
H -1.162 -0.986 0.424

***

(3)
7
Properties=species:S:1:pos:R:3 method="wB97M-V/def2-TZVPD" total_charge=-1 gap_ev=9.275 homo_ev=-5.21 de_lowest_kcal_mol=55.14
N 2.819 -0.502 -0.264
C 1.774 0.246 0.024
O 0.616 0.745 0.838
Ga -0.963 0.031 0.015
H -1.575 -1.074 1.002
H -0.634 -0.673 -1.401
H -2.038 1.228 -0.214